Entry 1:
The following is a DFT calculation (the ωB97M-V functional and the def2-TZVPD basis) of a structure of composition C22H30BF7LuO5Si.

Each line ends with the Mulliken charge.
Atoms and positions in Å:
C (0.655, -2.693, 2.900)  -1.302
C (1.201, -2.826, 1.490)  -0.264
O (1.181, -1.541, 0.820)  -0.200
B (1.848, -1.373, -0.354)  0.840
O (3.018, -1.992, -0.671)  -0.681
C (1.189, -0.373, -1.476)  0.940
C (0.442, -1.267, -2.518)  -0.182
F (-0.121, -0.491, -3.482)  -0.362
F (1.374, -2.026, -3.112)  -0.274
C (-0.620, -2.276, -1.949)  0.654
F (-1.129, -1.818, -0.780)  -0.153
F (0.016, -3.429, -1.672)  -0.298
C (-1.812, -2.580, -2.895)  0.481
F (-2.602, -1.500, -2.989)  -0.208
F (-1.375, -2.924, -4.094)  -0.228
F (-2.523, -3.577, -2.362)  -0.243
O (2.357, 0.108, -2.196)  -0.467
C (2.183, 1.356, -2.695)  0.069
O (2.951, 1.867, -3.430)  -0.493
C (0.904, 1.928, -2.142)  -1.301
C (0.487, 0.963, -1.014)  2.484
C (-1.066, 1.047, -0.989)  -2.513
C (-1.834, 0.768, 0.311)  -0.831
O (-3.161, 0.459, -0.120)  0.023
Si (-4.565, 0.483, 0.720)  1.086
C (-5.623, 1.959, 0.375)  -1.170
C (-5.483, -1.116, 0.304)  -1.489
C (-4.350, 0.329, 2.616)  -1.275
C (1.053, 1.494, 0.366)  -0.813
C (2.521, 1.777, 0.369)  -0.246
C (3.048, 2.999, -0.271)  -0.019
C (4.400, 3.296, -0.306)  -1.126
C (5.279, 2.433, 0.308)  -0.286
C (4.799, 1.212, 0.982)  0.538
C (5.798, 0.353, 1.639)  -1.747
C (3.435, 0.936, 0.994)  -0.078
H (1.096, -3.473, 3.522)  0.445
H (0.935, -1.738, 3.345)  0.294
H (-0.424, -2.834, 2.934)  0.271
H (0.592, -3.522, 0.915)  0.309
H (2.213, -3.229, 1.506)  0.343
H (3.707, -1.920, -0.005)  0.300
H (0.963, 2.975, -1.871)  0.459
H (0.195, 1.877, -2.971)  0.612
H (-1.488, 0.379, -1.726)  0.494
H (-1.319, 2.063, -1.296)  0.698
H (-1.836, 1.662, 0.944)  0.657
H (-1.398, -0.056, 0.876)  0.289
H (-5.182, 2.612, -0.377)  0.301
H (-5.849, 2.546, 1.267)  0.413
H (-6.582, 1.614, -0.022)  0.371
H (-4.931, -2.006, 0.658)  0.318
H (-6.523, -1.120, 0.662)  0.571
H (-5.501, -1.229, -0.784)  0.264
H (-3.728, -0.524, 2.939)  0.287
H (-3.877, 1.217, 3.045)  0.309
H (-5.365, 0.353, 3.056)  0.458
H (0.523, 2.428, 0.580)  0.697
H (0.859, 0.753, 1.139)  0.451
H (2.363, 3.707, -0.718)  0.472
H (4.758, 4.200, -0.780)  0.489
H (6.343, 2.642, 0.324)  0.545
H (5.376, -0.562, 2.047)  0.355
H (6.232, 0.921, 2.480)  0.463
H (6.648, 0.146, 0.980)  0.473
H (3.076, 0.055, 1.508)  0.807
Lu (-5.753, -1.903, 3.148)  0.918

Forces on the atoms, in the same order (eV/Å):
0.2502 -0.2193 -0.0450
0.0903 -0.1630 0.4162
-0.2789 0.0421 -0.2778
-0.1404 -0.2953 0.1607
-0.1811 0.7155 -0.1568
0.6029 0.1777 0.3976
0.0950 -0.0271 -0.0747
-0.0680 -0.0207 0.1472
-0.0757 0.1085 -0.1089
0.2595 -0.0618 -0.1013
-0.1739 0.1326 0.0654
-0.1379 0.1772 0.0136
0.0016 -0.1057 -0.0678
0.1155 -0.1647 0.0365
-0.1240 0.0344 0.2298
0.0849 0.2057 -0.1393
-0.1246 -0.2040 0.1789
-0.3071 0.1154 0.3097
0.5871 0.3286 -0.3224
-0.1711 -0.4589 -0.3221
-0.7719 0.2052 -0.5494
0.2894 -0.1288 0.6612
0.2507 0.1793 -0.4985
-0.0853 -0.1940 0.7951
-0.2410 0.1486 -0.4456
-0.1696 -0.2167 0.0793
0.4617 0.1548 0.3313
0.2210 0.1135 -0.3382
0.8199 -0.0865 -0.0898
0.0414 -0.1425 0.0469
0.2164 0.0578 -0.0039
0.0421 -0.0835 0.0745
-0.2028 -0.0420 -0.0065
-0.1271 -0.1004 0.0148
-0.1817 0.1541 0.1156
0.0429 0.2092 -0.1190
-0.0768 -0.0133 0.0159
-0.0597 0.0517 -0.0074
-0.0513 0.2215 -0.0097
0.0301 0.0665 -0.1220
0.0799 0.1474 -0.0364
0.0419 -0.6151 0.0904
0.0306 0.0192 0.0179
-0.0932 -0.0110 0.0681
-0.0035 -0.0181 -0.2587
-0.1085 -0.0156 -0.0242
-0.0435 -0.0493 0.0432
-0.0831 -0.1705 -0.0229
0.0547 0.0233 0.0266
0.0862 0.0683 -0.0308
-0.0079 0.0848 -0.0467
-0.0249 -0.1430 -0.0921
-0.1626 -0.0652 -0.1718
-0.2364 -0.1276 0.0074
-0.0241 -0.0896 0.1878
-0.0115 -0.0824 0.1438
-0.0714 0.1709 0.2742
-0.0273 0.0055 -0.0739
-0.1681 0.0292 -0.0115
-0.0567 -0.0273 0.0963
-0.0511 -0.0174 -0.0341
0.0016 -0.0137 -0.0198
0.0223 -0.0084 -0.0789
0.0558 0.0141 -0.0530
-0.0118 -0.0049 -0.0328
-0.0166 -0.0157 0.0665
0.0767 0.0406 -0.3186

The calculation puts the gap between HOMO and LUMO at 1.358 eV. The calculation puts the lowest unoccupied orbital energy at -14.08 eV. The spin multiplicity is 1. As for the total charge: +3.

Entry 2:
The following is a DFT calculation (the ωB97M-V functional and the def2-TZVPD basis) of a cluster of 3 separate species, C22H30BrCl3F2NO11P2S in total at a distorted geometry.

Each line ends with the Mulliken charge.
Atoms and positions in Å:
C (1.720, 5.708, -3.161)  -1.398
C (1.258, 4.431, -2.545)  0.592
Cl (-0.409, 4.244, -2.178)  -0.110
C (2.088, 3.437, -2.246)  -0.628
Cl (3.794, 3.616, -2.509)  -0.127
C (1.686, 2.130, -1.669)  -0.300
C (1.387, 1.077, -2.565)  1.919
P (1.505, 1.164, -4.437)  0.400
C (0.069, 2.206, -4.947)  -1.215
O (2.810, 2.075, -4.822)  -0.562
C (0.983, -0.160, -2.029)  -0.079
C (0.615, -1.302, -2.954)  -2.353
C (1.802, -2.020, -3.671)  0.313
C (1.702, -2.084, -5.202)  -1.383
Cl (3.404, -1.424, -3.145)  -0.123
C (0.900, -0.288, -0.633)  0.664
P (0.300, -1.899, 0.220)  0.557
O (-1.150, -2.014, -0.531)  -0.540
Br (1.550, -3.490, -0.656)  -0.185
N (1.190, 0.741, 0.189)  -0.437
C (1.014, 0.482, 1.640)  -1.327
C (2.188, -0.309, 2.265)  -0.695
C (3.506, -0.280, 1.488)  -0.298
O (4.546, -0.506, 2.432)  -0.558
C (1.593, 1.939, -0.292)  0.087
S (1.929, 3.202, 0.990)  1.414
C (2.707, 4.666, 0.408)  -1.030
O (2.819, 2.622, 1.959)  -0.654
O (0.641, 3.563, 1.512)  -0.688
H (2.246, 5.515, -4.091)  0.305
H (2.447, 6.178, -2.502)  0.336
H (0.897, 6.390, -3.328)  0.466
H (0.392, 3.164, -5.348)  0.366
H (-0.407, 1.659, -5.755)  0.363
H (-0.653, 2.311, -4.148)  0.360
H (2.532, 2.977, -5.026)  0.336
H (0.026, -2.051, -2.447)  0.546
H (-0.030, -0.885, -3.721)  0.727
H (1.757, -3.050, -3.347)  0.408
H (2.539, -1.557, -5.642)  0.354
H (0.803, -1.603, -5.570)  0.341
H (1.734, -3.111, -5.550)  0.356
H (-1.716, -1.340, -0.115)  0.373
H (0.914, 1.390, 2.206)  1.139
H (0.097, -0.064, 1.813)  0.217
H (2.377, 0.066, 3.263)  0.440
H (1.882, -1.347, 2.367)  0.444
H (3.520, -1.118, 0.786)  0.135
H (3.675, 0.673, 1.001)  0.278
H (5.286, 0.073, 2.243)  0.347
H (3.666, 4.512, -0.061)  0.347
H (2.023, 5.197, -0.242)  0.308
H (2.806, 5.255, 1.314)  0.495
C (-2.132, -0.640, 4.643)  -0.386
C (-3.175, -1.682, 4.310)  0.368
O (-3.787, -1.131, 3.140)  -0.290
C (-2.859, -0.375, 2.522)  0.603
O (-2.918, 0.002, 1.393)  -0.605
O (-1.814, -0.122, 3.340)  -0.296
F (-4.097, -1.794, 5.286)  -0.299
H (-2.536, 0.162, 5.260)  0.250
H (-1.252, -1.056, 5.125)  0.314
H (-2.775, -2.668, 4.074)  0.289
C (-6.489, -4.546, 3.403)  -0.451
C (-6.614, -5.803, 4.234)  0.300
O (-5.255, -6.147, 4.465)  -0.335
C (-4.537, -4.997, 4.436)  0.648
O (-3.424, -4.878, 4.829)  -0.492
O (-5.262, -3.991, 3.895)  -0.217
F (-7.218, -6.803, 3.555)  -0.282
H (-6.387, -4.773, 2.341)  0.274
H (-7.312, -3.851, 3.544)  0.280
H (-7.117, -5.666, 5.192)  0.287

Forces on the atoms, in the same order (eV/Å):
-0.0858 0.0715 0.1927
0.3195 -0.1422 -0.2302
-0.2554 0.1209 0.0967
0.1815 -0.1788 0.2664
0.0426 0.0506 0.0341
0.0107 -0.3140 -0.0490
-0.1891 0.6291 0.7135
0.2453 -1.0295 -0.6377
0.2197 -0.4529 0.1975
-0.5895 0.2127 0.1017
-0.0047 0.2766 0.2407
0.4061 0.3388 -0.2760
-0.5810 -0.3541 -0.3383
0.3171 0.3534 0.0860
0.1103 0.0217 0.0788
0.1319 -0.7731 -0.9623
-0.3633 0.1868 0.7403
0.4719 0.0405 -0.1279
-0.1789 0.1961 -0.0634
-0.2773 -0.0211 0.0517
0.7938 -0.1954 1.3195
-0.1453 -0.0525 -0.5710
0.2253 -0.3622 0.7202
-0.0516 -0.0895 0.0861
0.2981 0.0780 -0.6238
-0.3365 0.3528 2.0201
-0.3735 0.2728 -0.6183
0.5875 -0.2243 -0.6625
-0.3291 0.1646 -0.7677
-0.0035 0.0067 -0.2105
0.0599 0.1667 0.0826
-0.0974 0.0688 -0.0740
-0.0691 0.2410 0.1829
-0.0733 0.0071 -0.1719
-0.1339 0.2772 0.0921
0.3647 0.1596 0.0772
-0.0779 0.0182 0.1210
-0.1560 -0.0002 -0.1218
0.2355 -0.0681 0.3623
0.0782 0.0452 -0.1685
-0.2096 -0.0478 -0.0270
-0.0423 -0.1354 0.0102
-0.4398 -0.1093 0.0067
-0.1885 0.3557 -0.3741
-0.2615 0.0605 -0.3608
0.0065 0.2339 0.0962
-0.0018 -0.1577 0.1060
0.0015 0.2039 -0.4217
-0.1165 0.0282 -0.2821
0.0922 0.0254 -0.0443
0.1794 -0.2149 0.0136
-0.0421 0.0359 -0.1136
0.0570 -0.1842 0.3356
0.1694 0.0427 0.1515
-0.1694 0.0842 0.2584
0.2919 -0.0232 -0.1856
-0.0297 -0.1306 0.2397
0.1506 -0.0589 -0.3571
-0.0113 -0.0851 0.0675
-0.0021 0.1110 -0.0867
-0.1424 -0.0568 -0.0131
0.1116 0.0215 -0.2119
-0.1355 -0.0693 0.0852
-0.1540 0.2389 -0.0303
0.0420 -0.1771 -0.2576
-0.0991 0.2469 0.2610
0.0718 -0.0724 -0.0767
0.1415 0.0118 -0.0610
-0.1516 -0.1510 -0.0770
0.0816 0.0014 0.0277
-0.0032 -0.1629 0.0269
0.1344 0.1211 0.1203
-0.0585 -0.0859 -0.0150

The calculation puts the gap between HOMO and LUMO at 7.269 eV. The calculation puts the lowest unoccupied orbital energy at -4.24 eV. The spin multiplicity is 1. As for the total charge: +1.

Entry 3:
The following is a DFT calculation (the ωB97M-V functional and the def2-TZVPD basis) of a cluster of 8 separate species, C22H30Cl9F12NO9 in total at a distorted geometry.

Each line ends with the Löwdin spin population.
Atoms and positions in Å:
C (-22.636, -10.540, 30.116)  0.003
O (-23.057, -11.655, 30.510)  0.007
N (-21.869, -9.646, 30.848)  0.001
C (-21.531, -8.263, 30.445)  0.002
C (-21.435, -10.045, 32.169)  0.000
H (-22.726, -10.163, 29.086)  0.001
H (-21.790, -8.029, 29.413)  0.001
H (-20.444, -8.211, 30.383)  0.001
H (-21.914, -7.457, 31.070)  0.000
H (-21.716, -9.277, 32.890)  0.000
H (-21.959, -10.930, 32.530)  0.000
H (-20.362, -10.239, 32.139)  0.001
C (-26.729, -13.084, 21.530)  0.002
C (-25.820, -13.390, 22.745)  0.014
O (-25.447, -14.746, 22.840)  0.011
C (-26.289, -15.693, 23.364)  0.007
O (-27.509, -15.562, 23.441)  0.006
C (-25.607, -17.030, 23.777)  0.001
F (-26.204, -18.072, 23.307)  0.000
F (-24.345, -17.023, 23.286)  0.000
F (-25.435, -17.164, 25.061)  0.001
H (-26.347, -12.243, 20.950)  0.001
H (-27.750, -12.854, 21.835)  0.000
H (-26.785, -13.965, 20.891)  0.000
H (-26.279, -13.012, 23.659)  0.009
H (-24.885, -12.843, 22.623)  0.003
C (-25.780, -17.247, 31.485)  0.008
C (-26.940, -17.323, 30.449)  0.005
O (-27.702, -18.515, 30.696)  0.001
C (-28.861, -18.551, 31.429)  0.000
O (-29.340, -17.518, 31.886)  0.000
C (-29.458, -19.993, 31.648)  0.000
F (-28.611, -21.011, 31.275)  0.000
F (-29.762, -20.303, 32.904)  0.000
F (-30.563, -20.071, 30.988)  0.000
H (-25.031, -18.039, 31.487)  0.000
H (-26.109, -17.266, 32.524)  0.000
H (-25.200, -16.352, 31.261)  0.007
H (-26.683, -17.308, 29.390)  0.003
H (-27.628, -16.497, 30.629)  0.001
C (-27.186, -10.287, 24.051)  0.001
C (-26.304, -10.395, 25.227)  0.005
O (-25.718, -9.138, 25.631)  0.007
C (-24.792, -9.141, 26.593)  0.010
O (-24.414, -10.142, 27.231)  0.019
C (-24.244, -7.737, 26.878)  0.002
F (-24.386, -7.478, 28.184)  0.002
F (-22.946, -7.816, 26.466)  0.006
F (-24.927, -6.812, 26.149)  0.001
H (-27.404, -9.232, 23.885)  0.000
H (-28.145, -10.783, 24.201)  0.000
H (-26.745, -10.684, 23.137)  0.000
H (-25.561, -11.152, 24.975)  0.004
H (-26.926, -10.711, 26.064)  0.002
C (-21.328, -14.657, 24.612)  0.005
C (-21.934, -13.681, 23.598)  0.005
O (-22.572, -14.407, 22.546)  0.002
C (-21.823, -15.012, 21.569)  0.001
O (-20.614, -15.155, 21.568)  0.001
C (-22.681, -15.716, 20.456)  0.000
F (-22.568, -17.043, 20.592)  0.000
F (-24.008, -15.466, 20.438)  0.000
F (-22.093, -15.426, 19.216)  0.000
H (-20.936, -14.072, 25.444)  0.008
H (-20.476, -15.163, 24.159)  0.000
H (-22.087, -15.339, 24.995)  0.001
H (-21.209, -13.004, 23.146)  0.002
H (-22.662, -13.079, 24.141)  0.002
C (-24.272, -13.489, 27.835)  0.210
Cl (-22.472, -13.437, 27.748)  0.208
Cl (-24.839, -14.823, 28.871)  0.158
Cl (-24.746, -13.677, 26.120)  0.191
H (-24.580, -12.549, 28.293)  0.006
C (-21.026, -14.324, 31.034)  0.003
Cl (-19.777, -13.867, 32.119)  0.003
Cl (-22.367, -15.138, 31.873)  0.002
Cl (-20.279, -15.479, 29.884)  0.010
H (-21.332, -13.455, 30.451)  0.003
C (-26.479, -12.372, 31.877)  0.004
Cl (-27.785, -11.739, 32.904)  0.002
Cl (-26.573, -11.610, 30.228)  0.012
Cl (-26.519, -14.185, 31.787)  0.005
H (-25.533, -12.069, 32.326)  0.000

Forces on the atoms, in the same order (eV/Å):
0.2050 -1.0455 0.5328
1.1184 2.8907 -0.5762
-1.1810 -0.3262 0.0336
0.6692 -1.1137 -0.9084
-0.3176 0.1524 0.2767
-0.5771 -0.3154 0.0170
-0.6195 -0.4103 -0.0035
0.2132 0.2384 0.5053
-0.1681 -0.3838 0.3313
0.4431 0.2684 0.0763
0.0853 -0.1654 -0.5294
0.0782 0.0956 0.3706
-0.0443 -0.3544 0.3298
-0.7731 1.0815 -0.7552
-0.2380 -2.4416 1.2703
-2.3865 2.0560 -0.6703
2.4860 -0.3430 0.1058
2.5262 1.8940 -0.6379
-1.3492 -1.2524 -0.7255
0.1926 -0.0706 -0.6465
-0.7797 0.1591 1.5295
0.0411 -0.0584 -0.0119
0.0243 -0.0253 0.0562
0.1107 0.0820 -0.1164
0.0114 -0.4657 0.2101
0.1331 -0.3049 0.0922
0.1880 -0.1020 -0.7062
-0.2126 0.5875 1.6254
-1.8406 -2.6938 0.5405
2.0951 3.5075 0.1068
0.0183 -2.7564 -0.5158
2.0550 -0.8580 0.4296
-0.5417 1.2524 -0.3336
0.1981 0.8664 0.7752
-1.5225 -0.1621 -1.5338
-0.2644 -0.4207 -0.7433
-0.5242 0.4779 -0.1114
-0.1308 0.1458 0.1875
0.3607 -0.2712 0.2714
0.2136 0.2251 -0.0760
-0.7889 1.1893 -1.2714
0.0755 -1.2044 1.2192
0.7094 0.4490 -0.2461
-0.3947 -3.6456 1.2338
-0.8792 3.1019 -1.7272
-0.7935 -1.1629 -1.2355
0.7742 0.4585 -0.6677
-0.7417 1.1600 0.8775
1.1871 -0.2568 0.9290
-0.1874 0.0825 -0.2126
0.1111 -0.0886 0.0898
0.0528 0.0981 0.0325
0.4302 0.1544 0.8466
0.4796 -0.3090 0.2519
0.4795 0.7175 -0.4566
0.9449 -0.4566 1.0406
-0.0924 -0.9180 -2.7154
0.7441 0.3774 2.0741
-2.0621 0.4966 -0.3166
0.2887 -0.3213 -0.9762
0.1600 0.2202 0.1664
1.3797 0.4715 -0.2382
-1.3024 0.0139 1.7353
-0.1399 -0.0385 0.1399
-0.1890 -0.3139 0.0478
0.0841 0.0221 -0.0849
0.2374 -0.1073 0.0789
-0.4866 -0.1754 -0.5142
0.6131 0.6063 0.7508
2.1337 0.4176 0.5029
-0.7750 -1.2553 1.1478
-1.5312 0.1734 -2.3444
-0.3001 0.0837 -0.2643
-0.1877 -0.9982 -1.0926
0.6917 0.6830 1.1448
0.1704 0.5277 -0.2236
-0.3278 0.0621 -0.1090
-0.5171 -0.2340 0.2012
-0.0189 -0.3045 -0.6556
0.1870 -0.2163 -0.1674
0.0523 -0.6172 0.9931
-0.1032 1.6269 0.2079
-0.1633 -0.2098 -0.2645

The calculation puts the gap between HOMO and LUMO (alpha / beta) at 2.294 / 8.769 eV. The expectation value of S² is 0.75. The calculation puts the lowest unoccupied orbital energy (alpha / beta) at 2.15 / 2.12 eV. The spin multiplicity is 2. As for the total charge: -1.

Calculated molar mass in order - 721.328; 802.752; 999.533 g/mol